1.
A structure of composition C5H7NO2 at a distorted geometry, computed with ωB97M-V with the def2-TZVPD basis set.

```
15
Properties=species:S:1:pos:R:3:mulliken_charge:R:1
C 0.9020 -0.7147 -0.1006 -0.283
C 0.2513 0.0765 1.0421 0.020
C 0.1472 0.4250 -0.9180 -0.283
C -1.3706 0.3686 -0.7663 -0.138
C -1.2961 0.0166 0.7362 -0.425
H 2.1275 0.4403 -0.3183 0.394
H 0.7553 -1.8224 -0.2893 0.416
H 0.4859 0.0483 2.1690 0.412
H 0.7385 0.7475 -1.7019 0.540
H -2.0410 1.3046 -1.0272 0.315
H -2.6838 -1.2216 0.2104 0.332
H -2.1476 0.3396 1.4478 0.379
N -1.6484 -0.9720 -0.2364 -0.564
O 2.2536 -0.5916 -0.1119 -0.615
O 0.5591 1.3336 0.2624 -0.501
```

For the HOMO energy, the calculation gives -0.3474 hartree. The energy above the lowest of the compared OMol25 structures with the same formula, charge and spin comes out at 547.0 kJ/mol. Its total charge is 0. The value obtained for the electronic energy is -399.7572 hartree. The HOMO-LUMO gap comes out at 10.215 eV.

***

2.
A structure of composition C5H7NO2 at a distorted geometry, computed with ωB97M-V with the def2-TZVPD basis set.

```
15
Properties=species:S:1:pos:R:3:mulliken_charge:R:1
C -1.8103 -1.1817 -0.0257 -0.033
C -0.2527 0.4079 0.2166 -0.061
C 0.8027 1.0294 -0.1520 -0.473
C 2.2023 0.4807 -0.0858 -0.069
C 2.6943 -0.8436 -0.3165 -0.626
H -3.7590 1.2948 0.1507 0.393
H -2.0412 -2.0626 0.3288 0.475
H -1.2357 0.8118 0.5593 0.545
H 0.5658 2.1498 0.1680 0.176
H 2.9645 1.2975 0.1585 0.254
H 2.0976 -1.7132 -0.0246 0.219
H 3.8144 -1.0929 -0.3781 0.239
N -2.8624 -0.5271 -0.1597 -0.292
O -2.7131 0.8261 -0.3962 -0.443
O -0.4671 -0.8769 -0.0432 -0.306
```

For the HOMO energy, the calculation gives -0.3035 hartree. The energy above the lowest of the compared OMol25 structures with the same formula, charge and spin comes out at 713.8 kJ/mol. Its total charge is 0. The value obtained for the electronic energy is -399.6937 hartree. The HOMO-LUMO gap comes out at 8.266 eV.

***

3.
The molecule C5H7NO2 at a distorted geometry, computed with ωB97M-V with the def2-TZVPD basis set.

```
15
Properties=species:S:1:pos:R:3:mulliken_charge:R:1
C -1.3509 0.3603 2.3086 0.174
C -0.4621 0.1701 0.2421 0.545
C 0.6548 -0.5541 0.5395 -0.296
C 1.5203 -0.4355 -0.8578 -0.567
C -0.5532 0.4585 -1.2530 -0.788
H -2.3429 0.6566 2.7658 0.323
H 1.2873 -0.8325 1.4590 0.323
H 2.0269 -1.2762 -1.2868 0.398
H 2.2621 0.4103 -0.6936 0.225
H 0.1683 -1.1939 -2.1150 0.333
H -1.4998 0.2753 -1.7400 0.360
H -0.5457 1.5510 -1.3189 0.246
N 0.5727 -0.1952 -1.9738 -0.455
O -0.1985 0.2771 2.8531 -0.554
O -1.5393 0.3280 1.0707 -0.268
```

Its SMILES is O=COC1=CCNC1. For the HOMO energy, the calculation gives -0.3439 hartree. The energy above the lowest of the compared OMol25 structures with the same formula, charge and spin comes out at 274.4 kJ/mol. Its total charge is 0. The value obtained for the electronic energy is -399.8610 hartree. The HOMO-LUMO gap comes out at 10.084 eV.